{"formula": "H6N2", "method": "ωB97M-V/def2-TZVPD", "species": ["N", "H", "H", "H", "N", "H", "H", "H"], "coordinates": [[1.51598, -0.82837, 5.34266], [1.55935, 0.14862, 5.58061], [0.77083, -1.28151, 5.86477], [2.38067, -1.27868, 5.58671], [-1.49781, 0.86538, -5.79401], [-1.01813, 0.04398, -5.45993], [-2.47645, 0.69658, -5.91361], [-1.23443, 1.63400, -5.20722]], "atomic_forces_ev_per_a": [[-0.4, -0.4, -0.2], [0.0, 0.1, 0.2], [0.2, 0.3, -0.1], [0.3, 0.0, 0.1], [1.0, -0.3, -0.5], [-0.2, -0.1, 0.0], [-0.3, 0.2, 0.3], [-0.5, 0.3, 0.2]], "e_lumo_ev": 1.323, "orbital_gap_ev": 11.123, "homo_ev": -9.80, "smiles": "N.N"}


{"formula": "C25H37MoN8O4PS3SbSe", "method": "ωB97M-V/def2-TZVPD", "species": ["Mo", "S", "Sb", "S", "S", "N", "N", "C", "O", "O", "H", "H", "H", "N", "P", "N", "C", "C", "C", "C", "C", "N", "C", "C", "C", "C", "C", "N", "C", "C", "C", "C", "C", "H", "H", "H", "H", "H", "H", "H", "H", "H", "H", "H", "H", "H", "H", "H", "H", "H", "H", "H", "H", "H", "H", "H", "H", "H", "H", "H", "H", "H", "H", "O", "C", "N", "C", "O", "C", "C", "C", "C", "C", "C", "H", "H", "H", "H", "Se", "C", "N"], "coordinates": [[0.17256, 0.27559, -0.44922], [3.34153, 1.49249, 3.70705], [2.58590, 1.43202, 1.54082], [1.99427, -0.81045, 0.90811], [0.34508, 2.19038, 1.33979], [-2.69045, -2.17308, -0.77739], [-2.50586, -2.28105, 0.61708], [-1.86903, -1.32159, 1.37299], [-1.95371, -1.28117, 2.57575], [-1.16060, -0.47935, 0.60639], [-1.77682, -2.04135, -1.18819], [-3.15874, -1.29372, -0.94680], [-3.21977, -2.77915, 1.10350], [0.29339, -1.20530, -1.70730], [1.22749, -2.15656, -2.48731], [2.85861, -1.86605, -2.71569], [3.28334, -0.45039, -2.90867], [4.57456, -0.40593, -3.71647], [5.66456, -1.19455, -2.98270], [5.17647, -2.62060, -2.71003], [3.86796, -2.58565, -1.92121], [1.14650, -3.72379, -1.94491], [1.51013, -4.85711, -2.80143], [2.05468, -5.99752, -1.94908], [0.98108, -6.51202, -0.96850], [0.04490, -5.36994, -0.52146], [0.78315, -4.04141, -0.54874], [0.69563, -2.32849, -4.08766], [-0.77723, -2.55207, -4.18874], [-1.50042, -1.28833, -4.63890], [-1.03828, -0.88962, -6.05958], [0.36208, -1.45394, -6.35786], [1.22878, -1.40812, -5.10835], [3.44978, 0.01876, -1.93700], [2.50499, 0.12831, -3.39324], [4.85795, 0.63861, -3.85816], [4.40185, -0.85692, -4.70136], [5.86984, -0.70082, -2.02654], [6.59718, -1.20668, -3.55574], [5.92751, -3.19790, -2.15869], [4.99360, -3.12797, -3.66653], [4.02354, -2.07582, -0.96673], [3.52144, -3.59482, -1.70770], [2.23918, -4.53671, -3.54439], [0.63104, -5.21713, -3.35636], [2.91573, -5.63010, -1.38449], [2.40757, -6.80143, -2.59727], [1.47266, -6.95115, -0.09653], [0.39725, -7.30932, -1.43761], [-0.34818, -5.55685, 0.48058], [-0.81331, -5.29033, -1.19370], [1.67021, -4.09080, 0.09856], [0.16455, -3.24959, -0.15396], [-1.15518, -2.86621, -3.22108], [-0.97509, -3.37018, -4.89410], [-1.26744, -0.50508, -3.91597], [-2.57868, -1.44407, -4.61021], [-1.01575, 0.20100, -6.14670], [-1.74930, -1.25798, -6.80622], [0.84598, -0.87469, -7.14691], [0.29287, -2.48956, -6.70723], [1.25179, -0.36668, -4.76459], [2.25167, -1.69766, -5.33700], [0.16722, 3.06200, -2.56539], [-1.05059, 2.55292, -2.25015], [-1.32820, 1.42984, -1.55016], [-2.73605, 1.27101, -1.54720], [-3.36269, 0.33548, -1.03653], [-3.29373, 2.40364, -2.28468], [-4.60435, 2.76062, -2.58998], [-4.82528, 3.91357, -3.32048], [-3.73954, 4.71302, -3.75967], [-2.43550, 4.36398, -3.47414], [-2.21688, 3.19594, -2.72415], [-5.43020, 2.13883, -2.26079], [-5.84000, 4.21280, -3.56721], [-3.93962, 5.61790, -4.32396], [-1.59994, 4.96766, -3.81441], [2.91336, 3.27231, -2.77058], [1.36503, 2.46660, -2.15321], [1.25173, 1.41595, -1.41142]], "atomic_forces_ev_per_a": [[2.2, 0.0, -0.7], [0.2, 0.1, -0.1], [-0.7, -0.3, 0.5], [0.1, 0.2, -0.2], [0.3, 0.0, -0.1], [-0.1, -1.0, 0.1], [0.5, 0.1, 0.0], [-0.1, 0.5, -0.9], [0.2, 0.0, 0.2], [-1.4, -0.9, 1.5], [0.4, -0.1, -0.1], [-0.1, 0.1, -0.1], [-0.2, -0.2, 0.2], [0.0, 0.4, 0.4], [-0.3, -0.5, -0.5], [0.3, 0.6, 0.3], [0.1, -0.4, 0.0], [0.0, -0.2, 0.2], [-0.1, 0.0, -0.1], [0.0, 0.1, 0.0], [0.0, 0.1, -0.4], [-0.1, -0.2, 0.3], [-0.2, 0.1, 0.2], [-0.2, 0.0, 0.1], [0.0, 0.1, -0.1], [0.1, -0.1, -0.1], [0.2, -0.1, -0.3], [-0.5, -0.1, -0.1], [0.4, 0.2, -0.1], [0.2, 0.0, -0.2], [0.0, -0.1, 0.1], [-0.1, 0.0, 0.1], [-0.2, -0.1, 0.0], [-0.1, 0.0, 0.1], [0.0, 0.0, 0.1], [0.0, 0.0, 0.0], [0.0, 0.1, 0.0], [0.0, 0.0, 0.0], [0.0, 0.0, 0.0], [0.0, 0.1, 0.0], [0.0, 0.0, 0.1], [0.0, 0.0, 0.1], [0.0, 0.1, 0.0], [0.1, 0.0, 0.0], [0.0, 0.0, 0.0], [0.0, 0.0, 0.0], [0.0, 0.0, 0.0], [0.0, 0.0, 0.0], [0.0, 0.0, 0.0], [0.0, 0.0, 0.0], [0.0, 0.0, 0.0], [0.0, 0.0, -0.1], [-0.2, 0.3, 0.0], [0.0, -0.1, 0.1], [0.1, 0.0, 0.0], [0.0, 0.1, 0.0], [-0.1, 0.0, 0.0], [0.0, -0.1, 0.0], [0.0, 0.0, 0.0], [0.0, 0.0, 0.0], [0.0, 0.0, 0.0], [-0.1, 0.0, 0.0], [0.1, 0.0, 0.0], [0.1, -0.2, 0.2], [0.4, -0.2, 0.0], [-0.7, 0.0, 0.0], [0.3, 0.3, -0.2], [-0.2, 0.9, 0.0], [0.0, -0.1, 0.0], [-0.1, 0.0, 0.0], [0.1, 0.1, 0.0], [0.0, -0.1, 0.1], [-0.1, 0.0, 0.0], [0.0, 0.2, -0.1], [0.1, 0.0, 0.0], [0.1, 0.0, 0.0], [0.0, 0.0, 0.0], [-0.1, -0.1, 0.1], [-0.3, -0.2, 0.1], [-0.4, -0.5, 0.3], [0.0, 1.0, -0.8]], "e_lumo_ev": [4.113, 3.281], "orbital_gap_ev": [5.450, 5.698], "homo_ev": [-1.34, -2.42], "charge": -2, "multiplicity": 4}


{"formula": "C18H18BeF6N4Sb", "method": "ωB97M-V/def2-TZVPD", "species": ["Be", "C", "N", "C", "C", "C", "C", "C", "C", "N", "C", "C", "C", "C", "C", "C", "N", "C", "C", "C", "C", "C", "N", "H", "H", "H", "H", "H", "H", "H", "H", "H", "H", "H", "H", "H", "H", "H", "H", "H", "H", "F", "Sb", "F", "F", "F", "F", "F"], "coordinates": [[0.36561, 0.23885, -0.17361], [-0.83128, -2.33629, 1.49646], [-1.69124, -1.26859, 1.03088], [-2.44836, -1.45063, -0.19001], [-1.80244, -1.00224, -1.49939], [-2.50352, -1.33484, -2.64252], [-2.00410, -0.95264, -3.87951], [-0.80984, -0.25618, -3.91773], [-0.16768, 0.03452, -2.73114], [-0.64727, -0.32241, -1.52133], [-2.08327, -0.22891, 1.95712], [-1.51187, 1.17033, 1.73327], [-2.07592, 2.16109, 2.51380], [-1.62115, 3.46526, 2.38756], [-0.62507, 3.72387, 1.46677], [-0.11009, 2.67860, 0.72613], [-0.52607, 1.40060, 0.85026], [0.67554, -2.12098, 1.37913], [1.45465, -3.09355, 1.97617], [2.83682, -2.99254, 1.91049], [3.38082, -1.90748, 1.25036], [2.53528, -0.98009, 0.67693], [1.18817, -1.06764, 0.72540], [-1.09737, -3.25358, 0.97445], [-1.04579, -2.46794, 2.56019], [-3.40583, -0.94181, -0.08235], [-2.63385, -2.52310, -0.28496], [-3.43242, -1.88647, -2.56708], [-2.53781, -1.20078, -4.78706], [-0.36494, 0.06694, -4.84812], [0.77258, 0.57680, -2.74825], [-1.84660, -0.55172, 2.97001], [-3.16922, -0.13456, 1.86866], [-2.86541, 1.91486, 3.21273], [-2.04575, 4.25496, 2.99246], [-0.23364, 4.71929, 1.31273], [0.66731, 2.87035, 0.01339], [0.98563, -3.92255, 2.49062], [3.46614, -3.74248, 2.36967], [4.44874, -1.76405, 1.16717], [2.95227, -0.13541, 0.15809], [1.51557, 0.99094, -0.84514], [3.08365, 2.20269, -1.86233], [1.50915, 3.09701, -2.36541], [2.74616, 0.93453, -3.19885], [4.31637, 3.24189, -2.74570], [4.21561, 0.95850, -1.04144], [3.02173, 3.13758, -0.23896]], "atomic_forces_ev_per_a": [[0.0, 0.0, -0.1], [0.1, 0.0, 0.0], [0.0, -0.1, 0.0], [0.0, 0.0, -0.1], [0.0, 0.0, -0.1], [0.0, 0.0, 0.0], [0.0, 0.0, 0.0], [-0.1, 0.0, 0.0], [0.3, 0.2, -0.2], [0.0, 0.0, 0.1], [0.1, 0.1, 0.1], [0.0, 0.0, 0.0], [0.0, 0.0, -0.1], [0.0, 0.0, 0.0], [0.0, 0.0, 0.0], [0.0, 0.1, 0.1], [0.0, -0.1, 0.0], [0.0, 0.0, 0.1], [0.0, 0.0, 0.0], [-0.1, 0.0, 0.0], [0.0, 0.0, 0.0], [0.1, 0.0, 0.1], [-0.1, 0.0, 0.0], [0.0, 0.0, -0.1], [-0.1, 0.0, 0.0], [0.0, 0.1, 0.0], [-0.1, 0.0, 0.0], [0.0, 0.0, 0.0], [0.0, 0.0, 0.0], [0.0, 0.0, 0.0], [-0.4, -0.2, 0.0], [0.1, 0.0, 0.0], [0.0, -0.1, 0.1], [0.0, 0.0, 0.0], [0.0, 0.0, 0.0], [0.0, 0.0, 0.0], [0.2, 0.0, -0.2], [0.0, 0.0, 0.0], [0.0, 0.0, 0.0], [0.0, 0.0, 0.0], [0.0, 0.0, 0.0], [0.1, 0.2, 0.2], [-0.2, 0.2, 0.2], [0.1, -0.1, 0.0], [0.0, 0.1, 0.0], [0.0, -0.1, 0.0], [0.0, 0.0, 0.0], [-0.1, -0.1, -0.1]], "e_lumo_ev": [-6.142, -10.765], "orbital_gap_ev": [10.318, 5.697], "homo_ev": [-16.46, -16.46], "charge": 2, "multiplicity": 2}


{"formula": "C4H3F2IO", "method": "ωB97M-V/def2-TZVPD", "species": ["C", "C", "C", "C", "O", "F", "F", "I", "H", "H", "H"], "coordinates": [[0.44868, -2.58057, -0.10664], [-1.20160, -0.24524, 0.19934], [1.52106, -3.31748, 0.07827], [-0.51485, 0.86240, 0.28094], [0.83488, 0.88605, 0.37438], [2.59430, -3.01112, 0.79582], [1.69532, -4.54673, -0.45814], [-3.09294, -0.91194, 0.00964], [-0.39414, -2.86867, -0.69591], [-1.02299, 1.83458, 0.28359], [1.16443, 1.79129, 0.39461]], "atomic_forces_ev_per_a": [[-0.9, 1.1, 0.1], [0.8, -1.9, -0.1], [-0.2, 0.3, 0.0], [0.3, 0.5, 0.0], [0.1, 0.0, 0.0], [-0.2, -0.1, -0.2], [-0.1, 0.6, 0.3], [0.5, 0.1, 0.0], [-0.2, -0.3, -0.2], [0.0, -0.3, 0.0], [-0.2, 0.0, 0.0]], "e_lumo_ev": [-2.029, -2.029], "orbital_gap_ev": [6.531, 6.532], "homo_ev": [-8.56, -8.56]}


{"formula": "C7H20ClCrNdSi", "method": "ωB97M-V/def2-TZVPD", "species": ["Nd", "Cl", "C", "H", "H", "H", "Cr", "C", "C", "C", "H", "H", "H", "H", "H", "H", "H", "H", "C", "Si", "C", "C", "H", "H", "H", "H", "H", "H", "H", "H", "H"], "coordinates": [[0.04204, 1.00889, -0.66980], [-1.53001, 2.92991, -1.01832], [-1.34633, -0.28307, 0.96233], [-1.92856, -1.08803, 1.39354], [-1.28803, -0.76297, -0.13670], [-2.02885, 0.59227, 0.83000], [0.25229, -1.19407, -3.07991], [1.60901, 0.40247, -2.76091], [-1.09052, -0.63713, -4.61204], [-0.08575, -2.75356, -1.73675], [-1.78694, -1.45077, -4.89675], [-1.66151, 0.17404, -4.11578], [-0.61175, -0.22432, -5.51397], [2.54603, 0.03466, -2.28550], [1.73465, 0.47396, -3.87668], [1.40159, 1.44860, -2.41285], [-0.97856, -3.43410, -1.53540], [0.65477, -2.93811, -0.87414], [-0.67079, -0.37428, 3.74204], [0.07184, 0.27844, 2.18557], [0.08049, 2.19446, 2.34672], [1.89465, -0.09606, 2.09690], [-1.77634, -0.34432, 3.67381], [-0.32809, 0.26419, 4.57547], [-0.34175, -1.42431, 3.86630], [0.46950, 2.26243, 3.37111], [0.78696, 2.74227, 1.70381], [-0.90970, 2.67357, 2.33617], [2.26953, 0.33632, 3.04478], [2.07499, -1.17601, 2.11678], [2.47512, 0.36464, 1.28020]], "atomic_forces_ev_per_a": [[1.7, -0.7, -0.9], [-1.2, 1.5, -0.3], [-0.6, -1.0, -1.9], [-0.1, 0.0, 0.6], [0.4, 0.3, 1.9], [0.2, -0.3, 0.3], [-0.5, -1.9, 1.6], [-0.1, 0.6, -0.6], [0.0, 0.1, 0.5], [0.2, 0.7, -0.1], [0.3, 0.3, 0.1], [0.0, -0.2, -0.4], [-0.1, 0.0, 0.0], [-0.4, 0.3, -0.3], [0.3, 0.1, 0.7], [0.8, -0.3, -0.8], [0.8, 0.9, -0.1], [-0.7, 0.2, -1.0], [-0.1, -0.2, 0.6], [-0.8, 0.9, -0.1], [-0.3, -0.6, 0.0], [0.1, -0.5, 0.1], [0.6, 0.0, 0.2], [-0.1, -0.5, -0.1], [-0.2, 0.4, 0.2], [0.1, 0.3, 0.0], [-0.2, -0.1, 0.0], [0.3, -0.1, -0.2], [0.0, -0.1, -0.2], [0.2, 0.1, -0.1], [-0.3, -0.1, 0.2]], "e_lumo_ev": [5.260, 5.045], "orbital_gap_ev": [2.835, 3.961], "homo_ev": [2.42, 1.08], "charge": -2, "multiplicity": 8}


{"formula": "C4H6FN", "method": "ωB97M-V/def2-TZVPD", "species": ["C", "C", "C", "F", "C", "N", "H", "H", "H", "H", "H", "H"], "coordinates": [[-0.00192, 1.25374, 0.12464], [0.53000, 0.14248, -0.70143], [0.00259, -1.19741, -0.37410], [0.21459, 0.38255, -2.03204], [2.42792, 0.17284, -0.67934], [3.54234, 0.37094, -0.59505], [0.61430, 2.14050, -0.12142], [-1.06526, 1.30880, 0.12693], [0.20925, 0.99825, 1.19165], [0.57222, -1.54144, 0.50075], [0.06964, -1.99142, -1.07163], [-1.08683, -1.18687, -0.11874]], "atomic_forces_ev_per_a": [[2.6, 0.2, 1.9], [1.9, -0.3, -2.2], [-0.3, -0.9, 2.3], [0.5, 0.3, 0.4], [-6.1, -0.2, 0.1], [2.0, 0.2, 0.1], [-1.1, -0.1, 0.2], [-0.8, 0.4, -0.8], [0.2, 0.3, -0.7], [-0.5, 0.0, 0.1], [0.6, -0.3, -1.3], [0.9, 0.5, 0.0]], "e_lumo_ev": 0.701, "orbital_gap_ev": 12.769, "homo_ev": -12.07, "smiles": "CC(C)(F)C#N"}